(1)
{"formula": "C28H38BiN7O4PS3Sb", "method": "the ωB97M-V functional and the def2-TZVPD basis", "total_energy_ha": -3764.70957, "charge": 1, "lumo_energy_ev": [-2.78, -4.25], "spin_multiplicity": 2, "relative_energy_kj_mol": 29.7, "e_homo_ha": [-0.3807, -0.3789], "s_squared": 0.755, "species": ["Bi", "O", "C", "O", "C", "C", "C", "C", "C", "N", "C", "O", "O", "H", "H", "H", "H", "H", "C", "C", "C", "C", "N", "C", "C", "C", "C", "C", "C", "N", "H", "H", "H", "H", "H", "H", "H", "H", "S", "Sb", "S", "S", "C", "C", "P", "C", "C", "C", "C", "H", "H", "H", "H", "H", "H", "H", "H", "H", "H", "H", "H", "H", "H", "H", "C", "C", "C", "C", "N", "C", "N", "N", "N", "H", "H", "H", "H", "H", "H", "H", "H", "H", "H"], "positions_angstrom": [[-0.310226, -0.137339, -0.188190], [4.818397, 0.975936, 1.118262], [3.490102, 0.997653, 1.247031], [2.842477, 0.124722, 1.758044], [2.896842, 2.277863, 0.731052], [3.697115, 3.341422, 0.332285], [3.076626, 4.526554, -0.018088], [1.696560, 4.606406, 0.048500], [0.983876, 3.477855, 0.434135], [1.572238, 2.334374, 0.757969], [-0.518316, 3.450089, 0.590752], [-1.209735, 4.512207, 0.165606], [-1.095185, 2.529874, 1.106527], [5.143944, 0.139631, 1.479872], [4.771338, 3.235115, 0.312446], [3.660151, 5.385142, -0.322019], [1.209331, 5.547544, -0.171147], [-0.663291, 5.122731, -0.341098], [-2.359740, -2.557928, -3.521175], [-1.868013, -3.849762, -3.499256], [-0.799978, -4.142642, -2.670582], [-0.253707, -3.150443, -1.867575], [-0.777045, -1.912901, -1.850334], [-1.789785, -1.628816, -2.673964], [0.931992, -3.421733, -1.008646], [1.716136, -4.554972, -1.184990], [2.798642, -4.758247, -0.346270], [3.069880, -3.820788, 0.633170], [2.251741, -2.705573, 0.722030], [1.207105, -2.509851, -0.078063], [-3.180488, -2.265377, -4.160384], [-2.305251, -4.621026, -4.119267], [-0.403824, -5.145547, -2.637883], [-2.154270, -0.612180, -2.657655], [1.505506, -5.262759, -1.972347], [3.422120, -5.634462, -0.464181], [3.899850, -3.940464, 1.315372], [2.442063, -1.933127, 1.452333], [-4.273683, 0.975865, -3.136297], [-3.039101, 1.918868, -1.326766], [-0.756693, 1.641986, -2.086098], [-2.872741, -0.065226, 0.038846], [-2.299638, -0.946382, 4.751024], [-1.581178, -0.546530, 3.464374], [-1.282121, -1.865666, 2.219652], [-0.192763, -3.027892, 3.143465], [-0.106015, -4.435251, 2.553738], [-2.879016, -2.774578, 2.125843], [-3.051637, -3.550950, 0.819391], [-2.446475, -0.071349, 5.384446], [-1.732305, -1.674682, 5.330015], [-3.283001, -1.369181, 4.544794], [-0.602748, -0.107777, 3.684342], [-2.144784, 0.226084, 2.935666], [-0.546034, -3.091478, 4.174551], [0.795573, -2.561376, 3.179411], [-1.048283, -4.969806, 2.677347], [0.665665, -5.011355, 3.065504], [0.134936, -4.424820, 1.489449], [-3.664965, -2.020283, 2.207125], [-2.970076, -3.432617, 2.993832], [-3.028141, -2.869708, -0.034233], [-4.012189, -4.067052, 0.807132], [-2.269209, -4.298232, 0.679828], [1.911905, 2.941471, -5.053765], [3.404207, 2.665447, -4.891373], [3.985382, 3.454330, -3.722332], [3.703319, 1.169864, -4.763042], [3.176395, 0.591920, -3.527615], [1.938018, 0.216066, -3.216017], [1.921522, -0.150946, -1.956207], [3.183975, 0.006336, -1.506017], [3.942359, 0.456394, -2.435845], [1.746577, 3.996591, -5.272736], [1.355411, 2.711345, -4.141215], [1.480325, 2.363049, -5.873595], [3.914184, 2.974059, -5.808540], [3.470397, 3.201311, -2.792297], [3.858607, 4.524117, -3.892235], [5.048827, 3.252354, -3.585123], [4.776031, 0.988240, -4.745198], [3.270313, 0.617924, -5.596910], [1.098789, 0.217536, -3.889993]], "atomic_forces_ev_per_a": [[-0.05, -0.11, 0.16], [0.03, 0.03, 0.02], [-0.08, 0.00, -0.08], [0.03, -0.01, 0.04], [-0.06, 0.05, 0.01], [0.02, -0.01, -0.02], [0.06, 0.04, -0.04], [-0.07, 0.00, 0.04], [-0.04, -0.04, 0.01], [0.06, -0.03, 0.03], [0.01, 0.02, 0.04], [-0.03, -0.05, 0.00], [0.07, 0.01, 0.00], [-0.01, -0.05, 0.01], [0.00, 0.01, 0.01], [0.00, -0.01, 0.01], [0.02, 0.00, -0.01], [0.03, 0.02, -0.02], [-0.01, -0.02, -0.01], [-0.02, 0.00, -0.02], [0.00, -0.03, -0.01], [0.05, 0.05, 0.06], [-0.02, -0.04, -0.04], [0.00, 0.00, -0.01], [-0.06, 0.06, -0.01], [0.00, -0.05, -0.04], [0.02, -0.01, 0.00], [-0.01, 0.00, 0.01], [-0.04, 0.02, -0.01], [0.03, 0.00, -0.04], [0.00, 0.01, 0.00], [0.01, 0.00, 0.00], [-0.01, 0.00, 0.00], [0.03, 0.01, 0.04], [0.00, -0.01, 0.01], [0.00, 0.00, 0.00], [0.01, 0.01, -0.01], [0.00, 0.01, 0.02], [0.03, 0.00, 0.01], [0.00, 0.02, 0.00], [-0.06, 0.06, -0.13], [0.03, 0.06, -0.04], [0.02, 0.02, -0.03], [-0.04, 0.01, -0.03], [0.04, -0.08, 0.07], [0.05, -0.01, -0.03], [0.00, 0.04, 0.02], [-0.01, 0.05, -0.06], [-0.01, 0.01, 0.01], [0.00, 0.00, 0.01], [0.00, -0.01, 0.01], [0.00, 0.00, 0.00], [0.01, -0.01, 0.00], [-0.01, 0.02, 0.02], [-0.01, 0.01, 0.02], [0.00, -0.02, 0.00], [0.00, 0.00, -0.02], [-0.01, -0.02, -0.01], [0.01, 0.01, 0.00], [-0.01, -0.02, 0.00], [-0.01, 0.00, 0.00], [0.00, -0.04, 0.03], [0.00, -0.02, -0.01], [0.02, -0.01, 0.02], [0.01, 0.00, -0.02], [-0.03, 0.00, 0.05], [0.00, 0.00, -0.02], [0.01, 0.04, -0.01], [0.11, 0.04, -0.10], [-0.05, -0.05, 0.00], [0.06, -0.03, 0.02], [-0.01, 0.06, -0.02], [-0.09, -0.03, 0.02], [-0.01, 0.00, 0.01], [0.00, 0.00, 0.01], [0.00, 0.01, 0.00], [0.01, -0.01, -0.01], [0.00, 0.00, 0.02], [0.00, -0.01, 0.01], [0.00, 0.01, 0.00], [0.00, -0.02, 0.02], [0.00, -0.03, 0.01], [-0.01, 0.04, 0.00]]}

=====

(2)
{"formula": "C28H38CsN4OPSb", "method": "the ωB97M-V functional and the def2-TZVPD basis", "total_energy_ha": -1985.62662, "charge": 1, "lumo_energy_ev": -2.12, "spin_multiplicity": 1, "relative_energy_kj_mol": 0.0, "e_homo_ha": -0.3871, "species": ["Cs", "N", "C", "C", "C", "C", "C", "C", "P", "C", "C", "C", "C", "C", "C", "C", "C", "C", "C", "C", "C", "H", "H", "H", "H", "H", "H", "H", "H", "H", "H", "H", "H", "H", "H", "H", "H", "C", "C", "Sb", "C", "C", "C", "C", "H", "H", "H", "H", "H", "H", "H", "H", "H", "H", "H", "H", "H", "H", "H", "C", "N", "C", "C", "O", "N", "C", "N", "H", "H", "H", "H", "H", "H", "H"], "positions_angstrom": [[1.081475, 2.172523, -0.172288], [-2.010360, -1.215605, -0.829182], [-3.190496, -0.887034, -1.525044], [-3.979541, -1.938223, -1.993911], [-5.177299, -1.690623, -2.636713], [-5.617129, -0.385778, -2.817284], [-4.838394, 0.656726, -2.349253], [-3.621995, 0.436180, -1.701158], [-2.566266, 1.807853, -1.142004], [-3.279669, 3.268329, -1.952184], [-4.296633, 4.039039, -1.389398], [-4.802503, 5.135957, -2.070393], [-4.303340, 5.468389, -3.322495], [-3.292320, 4.707707, -3.890869], [-2.776942, 3.618561, -3.204352], [-3.075216, 2.038463, 0.605934], [-2.403331, 3.022136, 1.338755], [-2.684096, 3.229101, 2.678004], [-3.660775, 2.461016, 3.303087], [-4.347513, 1.498581, 2.581890], [-4.052750, 1.283724, 1.240903], [-1.562605, -2.060760, -1.152995], [-1.333934, -0.473872, -0.691765], [-3.640320, -2.956989, -1.846588], [-5.769621, -2.521033, -2.997832], [-6.551500, -0.182599, -3.321307], [-5.176551, 1.673622, -2.502248], [-4.696528, 3.783759, -0.415748], [-5.590090, 5.728343, -1.623764], [-4.701393, 6.323210, -3.853019], [-2.900357, 4.965535, -4.865799], [-1.982543, 3.029471, -3.649590], [-1.677610, 3.655054, 0.835878], [-2.168319, 4.004853, 3.229940], [-3.898390, 2.631221, 4.345952], [-5.131539, 0.922145, 3.057732], [-4.599113, 0.533967, 0.680384], [7.236696, 0.513433, -1.286168], [5.949421, 1.285631, -1.537027], [4.115156, 0.164901, -1.632728], [4.219243, -0.589306, -3.644309], [5.591719, -0.693479, -4.293514], [4.678509, -1.588999, -0.519098], [5.483168, -2.657201, -1.245421], [8.086283, 1.191693, -1.186413], [7.464237, -0.175437, -2.099503], [7.184154, -0.071653, -0.366576], [6.002250, 1.850083, -2.471462], [5.792222, 2.024468, -0.748068], [3.572333, 0.071360, -4.225528], [3.720144, -1.561291, -3.627424], [6.118051, 0.262077, -4.291589], [5.507467, -1.011014, -5.334646], [6.226615, -1.418042, -3.783582], [3.737509, -2.005474, -0.152768], [5.209934, -1.227201, 0.364162], [4.975735, -3.006436, -2.146103], [5.639118, -3.529370, -0.607315], [6.466859, -2.293300, -1.543258], [-2.253030, -0.640966, 4.926985], [-1.330902, -0.112962, 3.948596], [-0.301648, 0.876606, 4.176660], [0.321274, 0.971943, 2.786958], [1.325434, 1.633852, 2.557513], [-0.385169, 0.204303, 1.909546], [-1.325133, -0.418151, 2.644028], [-2.160541, -1.306623, 2.117843], [-2.017039, -0.212570, 5.897714], [-2.160254, -1.726010, 5.012421], [-3.283714, -0.379075, 4.678253], [0.438163, 0.556019, 4.911050], [-0.720365, 1.839516, 4.477699], [-2.212578, -1.389102, 1.100971], [-2.895523, -1.709839, 2.671277]], "atomic_forces_ev_per_a": [[-0.03, 0.07, -0.28], [0.04, 0.04, 0.20], [0.03, -0.08, -0.07], [0.00, 0.05, -0.01], [-0.01, -0.02, 0.00], [0.05, -0.01, 0.02], [-0.08, 0.06, -0.04], [-0.01, -0.12, 0.00], [0.18, -0.08, 0.22], [-0.10, 0.10, -0.02], [0.02, -0.02, 0.01], [0.02, -0.01, -0.03], [-0.04, 0.03, 0.02], [0.02, -0.02, -0.01], [0.00, 0.00, -0.01], [0.07, 0.12, -0.04], [-0.03, -0.08, -0.04], [-0.05, 0.07, -0.03], [0.01, 0.00, 0.07], [-0.02, -0.01, 0.03], [-0.02, -0.04, -0.10], [-0.02, 0.00, -0.05], [-0.09, 0.07, -0.16], [0.00, -0.01, -0.01], [0.00, 0.00, 0.00], [-0.01, 0.00, 0.00], [0.01, 0.01, 0.01], [0.00, -0.01, -0.01], [0.00, 0.01, -0.01], [0.00, 0.00, -0.01], [0.00, 0.00, 0.00], [0.00, 0.00, 0.00], [0.03, 0.00, 0.06], [0.02, 0.00, -0.01], [0.00, 0.00, 0.00], [0.00, -0.01, 0.00], [0.00, 0.00, 0.02], [0.06, -0.10, 0.00], [0.01, 0.14, 0.00], [-0.01, 0.00, 0.03], [-0.10, -0.01, -0.09], [0.13, -0.03, 0.01], [-0.08, -0.04, 0.09], [0.09, -0.04, -0.08], [-0.02, 0.02, -0.01], [-0.02, 0.01, -0.01], [-0.01, 0.01, 0.00], [0.02, -0.01, 0.01], [0.02, -0.01, -0.01], [0.02, -0.02, -0.02], [0.00, 0.00, 0.00], [-0.02, 0.01, 0.01], [-0.02, 0.00, 0.00], [-0.01, 0.00, 0.00], [0.02, -0.01, 0.00], [0.00, 0.00, -0.01], [-0.01, 0.01, 0.00], [-0.01, 0.01, 0.02], [-0.02, 0.01, 0.01], [0.03, 0.01, 0.05], [0.01, 0.00, -0.06], [-0.02, -0.09, 0.08], [-0.11, -0.23, 0.42], [-0.11, 0.10, -0.09], [0.15, 0.12, 0.00], [0.05, 0.01, -0.17], [-0.13, -0.09, 0.05], [-0.01, 0.02, -0.01], [-0.01, 0.01, -0.01], [-0.02, 0.00, 0.02], [0.00, 0.00, 0.00], [0.03, 0.02, 0.00], [0.09, 0.00, 0.01], [0.01, 0.05, 0.04]]}

=====

(3)
{"formula": "C28H38N4O4", "method": "the ωB97M-V functional and the def2-TZVPD basis", "smiles": "O=C(COCCOCC(=O)N(c1ccccn1)C1CCCCC1)N(c1ccccn1)C1CCCCC1", "total_energy_ha": -1609.77119, "lumo_energy_ev": 0.51, "spin_multiplicity": 1, "relative_energy_kj_mol": 275.7, "e_homo_ha": -0.3237, "species": ["O", "C", "C", "O", "C", "C", "O", "C", "C", "O", "N", "C", "C", "C", "C", "C", "N", "C", "C", "C", "C", "C", "C", "N", "C", "C", "C", "C", "C", "N", "C", "C", "C", "C", "C", "C", "H", "H", "H", "H", "H", "H", "H", "H", "H", "H", "H", "H", "H", "H", "H", "H", "H", "H", "H", "H", "H", "H", "H", "H", "H", "H", "H", "H", "H", "H", "H", "H", "H", "H", "H", "H", "H", "H"], "positions_angstrom": [[-4.540152, 1.283874, 2.773903], [-3.370465, 1.332794, 2.448245], [-2.276836, 0.707173, 3.314730], [-1.318990, -0.024200, 2.587476], [-1.822643, -1.215194, 2.024170], [-0.757868, -1.831887, 1.112031], [0.263894, -2.504634, 1.807664], [1.223811, -1.652348, 2.398316], [2.115380, -0.922713, 1.396118], [2.451800, 0.231003, 1.571458], [2.466055, -1.630342, 0.288124], [2.282402, -3.032524, 0.216215], [1.468535, -3.601607, -0.760692], [1.359910, -4.979972, -0.797109], [2.058790, -5.737236, 0.130840], [2.836424, -5.069170, 1.062158], [2.953723, -3.754778, 1.099641], [3.396116, -1.010987, -0.657504], [2.922592, -1.096648, -2.106325], [3.884709, -0.314621, -2.998058], [5.295647, -0.883436, -2.880997], [5.767139, -0.851890, -1.430018], [4.796077, -1.613788, -0.532947], [-2.954579, 1.902294, 1.288664], [-1.584738, 2.075225, 0.982649], [-1.035591, 1.544982, -0.182076], [0.305306, 1.775310, -0.435856], [1.048318, 2.512482, 0.471331], [0.403108, 2.990145, 1.600013], [-0.879241, 2.792714, 1.843251], [-3.971441, 2.535047, 0.444600], [-4.506401, 1.593951, -0.637137], [-5.655235, 2.274362, -1.376831], [-5.188389, 3.590012, -1.993274], [-4.622024, 4.514506, -0.919213], [-3.472667, 3.834395, -0.179504], [-1.726142, 1.509438, 3.811931], [-2.769417, 0.077546, 4.068387], [-2.724660, -1.006067, 1.430528], [-2.086705, -1.929631, 2.817759], [-0.338865, -1.039122, 0.478947], [-1.228891, -2.594312, 0.485591], [0.751466, -0.892330, 3.028799], [1.856635, -2.300235, 3.011268], [0.917135, -2.979991, -1.447107], [0.732721, -5.457501, -1.536341], [1.995884, -6.813822, 0.134043], [3.401907, -5.605476, 1.812921], [3.434648, 0.041540, -0.354546], [2.906734, -2.139492, -2.430395], [1.911636, -0.692379, -2.194862], [3.548183, -0.363283, -4.035860], [3.889879, 0.734840, -2.695322], [5.300048, -1.915031, -3.240903], [5.980363, -0.308231, -3.507088], [6.762810, -1.292283, -1.352656], [5.831762, 0.184314, -1.091404], [4.768719, -2.666302, -0.825998], [5.119342, -1.563775, 0.507855], [-1.637981, 0.955345, -0.855381], [0.765933, 1.376667, -1.329160], [2.097540, 2.698385, 0.317759], [0.931865, 3.567420, 2.346098], [-4.799970, 2.761104, 1.127535], [-3.716388, 1.349195, -1.349836], [-4.852627, 0.668936, -0.172240], [-6.036734, 1.611557, -2.156201], [-6.468178, 2.469417, -0.674855], [-6.022800, 4.078270, -2.500227], [-4.416408, 3.387506, -2.739697], [-4.268665, 5.441921, -1.374028], [-5.410002, 4.768646, -0.207399], [-2.662693, 3.625071, -0.882523], [-3.080561, 4.489849, 0.600552]], "atomic_forces_ev_per_a": [[-0.19, 0.00, 0.19], [0.29, -0.36, 0.21], [-0.01, -0.04, 0.43], [0.12, -0.03, 0.03], [0.15, -0.30, -0.26], [-0.43, 0.21, 0.23], [0.04, -0.05, 0.23], [0.00, 0.11, 0.42], [-0.36, -0.15, 0.22], [0.17, 0.11, 0.29], [-0.10, 0.12, -0.42], [-0.01, -0.42, -0.15], [0.14, -0.08, 0.12], [0.07, 0.07, 0.01], [-0.02, 0.06, 0.01], [-0.10, -0.42, -0.05], [0.16, 0.50, 0.08], [0.14, -0.05, -0.19], [0.07, 0.31, 0.09], [0.01, -0.32, -0.12], [0.05, 0.32, 0.08], [-0.02, -0.31, -0.13], [0.02, 0.36, 0.09], [-0.15, 0.02, -0.32], [0.43, 0.12, -0.19], [0.00, 0.10, 0.15], [-0.05, 0.12, 0.04], [-0.14, 0.03, -0.03], [0.41, 0.03, -0.17], [-0.51, 0.05, 0.11], [-0.11, 0.02, -0.25], [-0.28, 0.11, 0.25], [0.23, -0.07, -0.25], [-0.26, 0.08, 0.19], [0.22, -0.09, -0.22], [-0.22, 0.08, 0.18], [-0.15, -0.10, 0.01], [-0.01, 0.13, -0.15], [0.02, -0.02, -0.01], [-0.02, 0.04, -0.09], [-0.05, -0.05, -0.06], [-0.02, 0.12, -0.02], [0.18, -0.09, -0.13], [-0.03, 0.14, -0.04], [-0.03, 0.10, -0.04], [-0.04, -0.03, -0.04], [0.01, -0.09, 0.02], [0.00, -0.14, 0.02], [0.00, -0.18, -0.09], [-0.06, -0.04, -0.03], [-0.08, -0.06, 0.02], [-0.02, 0.09, 0.00], [-0.02, 0.10, -0.03], [0.03, -0.06, -0.06], [0.03, -0.07, -0.06], [0.04, 0.07, 0.04], [0.06, 0.07, 0.03], [0.01, -0.07, 0.02], [-0.02, -0.08, 0.03], [-0.07, -0.05, -0.03], [0.04, -0.04, -0.06], [0.12, 0.00, 0.02], [0.15, 0.03, 0.02], [0.14, 0.00, -0.15], [0.08, -0.04, -0.02], [0.07, -0.05, 0.01], [-0.09, -0.01, 0.04], [-0.10, -0.02, 0.02], [0.03, 0.01, -0.09], [0.03, 0.00, -0.09], [-0.04, 0.05, 0.06], [-0.05, 0.08, 0.04], [0.05, 0.04, -0.01], [0.08, -0.01, 0.00]]}